(1)
Computed, not measured: a cluster of 2 separate species, C5H14 in total in a non-equilibrium geometry, with ωB97M-V/def2-TZVPD.

Structure (XYZ):
```
19
Properties=species:S:1:pos:R:3:forces:R:3
C -0.329804 0.490531 1.800812 -0.88 -0.07 -0.78
C -0.897085 0.767227 0.383585 0.29 -1.45 0.31
C -1.483585 0.646726 2.827367 1.49 -0.54 1.02
H 0.586096 1.025036 2.043269 -0.09 0.16 0.03
H -0.115627 -0.577449 1.728270 0.53 0.08 0.37
H -0.243511 0.438443 -0.428739 0.15 0.34 0.37
H -1.686776 0.004415 0.350877 -0.48 0.65 -0.39
H -1.148430 1.025920 3.799045 0.16 0.67 -0.31
H -1.748514 -0.354776 3.182590 -0.85 0.08 -0.68
H -1.255792 1.761309 0.165821 -0.22 0.28 0.20
H -2.287906 1.263095 2.448753 -0.33 -0.19 0.07
C 1.337226 -1.677533 -2.389667 -1.97 -0.53 0.12
C 1.365200 -0.177444 -2.485823 0.84 2.20 1.71
H 0.688179 -2.024122 -1.572640 0.40 0.36 0.40
H 0.744709 -2.140927 -3.189235 0.96 0.01 -0.50
H 2.319534 -2.099201 -2.219129 0.03 -0.20 -0.38
H 2.382633 0.214431 -2.543411 0.15 -0.22 -0.75
H 1.114445 0.335349 -1.543017 0.01 -0.74 0.18
H 0.744098 0.457871 -3.110280 -0.18 -0.89 -0.98
```
Forces are in eV/Å.

Computed properties:
- Energy relative to the best compared isomer or geometry (same formula, charge and spin): 25.0 kcal/mol
- HOMO: -10.92 eV
- SMILES: CCC.CC

The computed Löwdin charges, all in e, follow: -0.29, -0.12, -0.12, 0.09, 0.09, 0.02, 0.08, 0.06, 0.07, 0.07, 0.06, -0.16, -0.19, 0.06, 0.07, 0.06, 0.06, 0.03, 0.07

---

(2)
Computed, not measured: a structure of composition C3H9N2PS in a non-equilibrium geometry, with ωB97M-V/def2-TZVPD.

Structure (XYZ):
```
16
Properties=species:S:1:pos:R:3:forces:R:3
C 0.645500 -1.686002 0.622749 0.25 -2.44 -3.93
C -0.432932 2.214670 0.334429 -2.32 2.31 0.21
C 1.212831 -0.614227 -0.322724 1.01 0.66 2.11
N 0.374909 0.138346 -1.180665 0.00 5.02 3.23
N -0.974343 0.970381 -0.116805 3.01 -1.71 -2.14
P -2.340600 0.228960 0.287743 -0.90 -0.95 -0.53
S -2.666471 -1.400326 -0.784686 0.28 1.06 0.63
H 0.469995 -1.360143 1.610653 -0.04 0.01 1.06
H -0.231806 -2.253568 0.145081 0.76 1.40 0.94
H 1.407814 -2.490637 0.408646 -0.38 0.55 1.68
H -0.943910 2.520721 1.312536 1.40 -0.71 -0.78
H 0.625234 2.136671 0.256363 0.85 0.19 0.83
H -0.720703 3.132506 -0.296696 0.32 -1.54 0.21
H 1.988842 -0.020498 0.271994 -1.26 -0.10 -0.81
H 1.857583 -1.055459 -1.060959 0.39 -0.67 -0.63
H -0.271937 -0.461388 -1.487658 -3.35 -3.09 -2.07
```
Forces are in eV/Å.

Computed properties:
- Energy relative to the best compared isomer or geometry (same formula, charge and spin): 86.2 kcal/mol
- HOMO: -8.67 eV

The computed Löwdin charges, all in e, follow: -0.12, -0.20, -0.35, 0.10, -0.46, 0.41, 0.03, 0.05, 0.04, 0.08, 0.09, 0.05, 0.09, 0.13, 0.11, -0.06

---

(3)
Computed, not measured: a cluster of 3 separate species, C27H45ClF12NO7PS in total in a non-equilibrium geometry, with ωB97M-V/def2-TZVPD.

Structure (XYZ):
```
95
Properties=species:S:1:pos:R:3:forces:R:3
C 5.433168 3.897401 0.839361 0.01 -1.19 -0.09
C 5.132517 2.895386 -0.408285 1.77 -0.36 0.48
C 3.577593 2.696076 -0.641185 2.85 1.58 4.99
F 3.135768 4.047058 -0.262827 -0.85 -1.94 -1.86
N 2.998904 2.174382 -1.917892 -0.98 0.86 0.39
P 2.876952 3.713822 -2.927027 3.34 5.92 -2.87
O 4.282137 4.343236 -3.134080 -3.23 -2.39 0.95
C 3.797383 1.232237 -2.750722 4.05 -3.02 -3.01
F 5.236252 1.257551 -2.601204 -2.81 1.49 1.31
Cl 3.839565 1.559044 -4.596123 -0.75 0.20 1.38
C 3.502759 -0.352186 -2.703817 -0.60 -1.80 -1.80
S 5.063165 -1.399914 -2.423302 -0.14 0.08 -0.57
O 2.526693 -0.867064 -1.839642 0.72 1.71 -0.21
C 1.653700 0.027405 -1.128655 -0.88 -2.01 0.91
C 0.223960 -0.760559 -1.230097 -0.80 -0.20 -0.45
C 0.411565 -2.305250 -1.703380 -1.47 0.09 0.08
C -1.079655 -2.936891 -1.635266 0.09 1.26 -0.42
O -1.375166 -3.403974 -0.300703 0.05 -0.28 -0.65
C 2.102200 -0.220425 0.388025 2.39 -0.27 1.97
C 3.700128 -0.479944 0.580600 -0.63 -0.17 -0.29
F 1.586927 -1.452326 0.976930 0.06 1.84 -1.30
C 1.594447 1.557074 -1.667832 -2.69 -1.46 0.15
C 0.673030 2.301446 -0.622578 -0.88 0.68 1.53
C 0.110734 3.762569 -0.848935 -0.66 1.15 1.34
C -1.403983 3.853671 -0.291892 1.35 1.27 -0.05
F -1.556235 3.255208 0.976540 0.32 1.03 -2.42
F -1.641068 5.263334 -0.125034 0.01 -2.67 -0.21
C -2.523623 3.329266 -1.285847 -2.11 -0.91 0.88
F -2.294557 2.066880 -1.860067 0.08 2.41 1.28
F -3.705722 3.160519 -0.482473 2.17 0.45 -1.63
C -2.958421 4.330503 -2.452316 -1.06 1.18 -1.14
F -1.904952 4.969100 -3.119099 -1.80 -1.23 1.68
F -3.847879 5.329325 -1.959664 2.19 -2.14 -0.74
C -3.806250 3.556318 -3.602869 -0.74 0.50 -2.03
F -2.944837 2.922688 -4.518318 -2.30 1.09 2.56
F -4.502368 4.543911 -4.356761 1.57 -2.13 1.72
F -4.787946 2.709235 -3.087290 2.49 1.52 -1.13
C 0.827240 1.540713 -3.099218 -4.36 -0.01 -6.20
O 0.885319 0.537858 -3.902166 1.89 1.28 3.65
O -0.003312 2.512149 -3.576167 3.87 -1.44 4.15
H 6.498411 3.629833 1.185935 -1.60 0.64 -0.60
H 4.737090 3.631392 1.711716 0.95 0.69 -1.20
H 5.363063 4.989101 0.530654 0.00 -1.55 0.55
H 5.621768 1.899501 -0.095568 -1.01 1.33 -0.73
H 5.744823 3.288680 -1.273967 -1.26 -0.55 0.70
H 3.246522 2.141483 0.310852 0.01 0.19 -2.17
H 2.126224 4.769100 -2.311025 -0.07 -1.45 0.43
H 2.192339 3.599095 -4.164511 -0.01 -1.04 0.80
H 3.191383 -0.729247 -3.749749 0.38 1.43 1.56
H 5.622491 -1.453976 -3.709827 -0.94 0.38 1.15
H -0.380159 -0.688079 -0.249858 1.31 -0.34 -1.24
H -0.497050 -0.352605 -2.003197 1.28 0.03 0.71
H 1.143510 -2.876778 -1.051994 -1.02 0.67 -0.89
H 0.701242 -2.360046 -2.815740 -0.19 0.34 1.84
H -1.784971 -2.053954 -1.862986 0.81 -1.29 0.10
H -1.251573 -3.704109 -2.457546 0.38 0.64 1.22
H -2.196014 -3.934602 -0.275122 0.64 0.52 -0.31
H 1.846106 0.572799 1.149446 -0.32 -0.76 -1.12
H 4.337217 0.144224 -0.122831 -0.69 -0.72 0.94
H 3.874709 -1.577313 0.321081 -0.17 1.56 0.38
H 4.010951 -0.293146 1.670903 -0.54 -0.23 -1.69
H 1.099522 2.363014 0.449329 -0.29 -0.38 -1.87
H -0.283967 1.676747 -0.452426 1.85 0.39 -0.73
H 0.662668 4.514055 -0.167379 -0.81 -1.25 -0.99
H 0.123568 4.224838 -1.872541 -0.27 -1.08 0.88
C -0.801493 -4.223979 3.431002 -0.16 0.05 0.12
C -0.687018 -5.475152 2.578896 0.07 0.13 0.09
O -0.889369 -6.677563 3.310029 0.07 -0.21 0.05
C -2.163478 -6.839408 3.914094 0.04 -0.06 -0.08
C -3.306027 -6.875434 2.913696 -0.03 0.21 -0.16
H -0.165264 -4.300422 4.316945 0.05 -0.05 -0.09
H -0.506527 -3.342598 2.857378 -0.09 -0.07 0.00
H -1.826411 -4.068729 3.776783 0.03 0.10 -0.09
H 0.325387 -5.530981 2.171329 -0.09 -0.20 0.06
H -1.365778 -5.431386 1.721025 -0.02 0.07 0.02
H -2.327837 -6.067206 4.673070 -0.07 0.06 -0.04
H -2.132167 -7.794667 4.444385 0.20 0.06 -0.07
H -3.443117 -5.905222 2.429318 -0.06 -0.03 0.06
H -4.242771 -7.134826 3.412478 0.06 0.00 -0.02
H -3.107738 -7.608221 2.127336 -0.01 -0.02 0.11
C -4.715924 -1.346621 4.165088 -0.15 0.12 -0.16
C -3.227121 -1.104842 3.986675 -0.05 -0.09 -0.02
O -2.739228 -1.503915 2.714460 0.11 -0.14 0.00
C -3.288450 -0.835066 1.588492 0.11 0.09 -0.06
C -3.014324 0.658932 1.581138 -0.12 -0.02 0.17
H -4.972980 -2.377926 3.910357 0.07 0.03 0.08
H -5.013540 -1.151893 5.198105 0.04 -0.02 -0.06
H -5.307199 -0.693231 3.518873 -0.01 0.00 0.09
H -2.683914 -1.701679 4.724179 0.10 -0.02 -0.21
H -2.970780 -0.058130 4.182898 -0.08 0.04 0.00
H -4.361166 -1.040152 1.506920 -0.05 0.08 0.03
H -2.818756 -1.281719 0.707705 0.07 -0.17 0.21
H -3.548579 1.167746 2.387412 0.01 0.06 -0.09
H -3.336374 1.101458 0.636798 0.01 -0.08 0.10
H -1.948057 0.855995 1.720764 -0.03 -0.08 -0.05
```
Forces are in eV/Å.

Computed properties:
- HOMO: -8.90 eV
- SMILES: CC[C@@H](F)[N@+]1([PH2]=O)[C@@](CCC(F)(F)C(F)(F)C(F)(F)C(F)(F)F)(C(=O)[O-])[C@](CCCO)([C@H](C)F)O[C@H](S)[C@@]1(F)Cl.CCOCC.CCOCC

The computed Löwdin charges, all in e, follow: -0.09, -0.17, -0.23, -0.08, -0.10, 0.85, -0.40, -0.58, -0.13, 0.77, -0.57, 0.79, -0.18, -0.26, -0.08, -0.11, -0.24, -0.11, -0.20, -0.03, -0.06, -0.17, -0.09, -0.08, -0.29, 0.07, 0.05, -0.21, 0.10, 0.06, -0.21, 0.11, 0.09, -0.33, 0.11, 0.08, 0.12, -0.54, -0.03, -0.12, 0.09, 0.09, 0.09, 0.12, 0.11, 0.16, 0.06, 0.05, 0.11, -0.09, 0.13, 0.11, 0.12, 0.13, 0.12, 0.12, 0.09, 0.13, 0.04, 0.09, 0.11, 0.13, 0.14, 0.14, 0.09, -0.07, -0.27, -0.16, -0.28, -0.08, 0.08, 0.07, 0.06, 0.12, 0.09, 0.11, 0.12, 0.06, 0.08, 0.08, -0.08, -0.28, -0.17, -0.27, -0.08, 0.08, 0.08, 0.07, 0.11, 0.11, 0.11, 0.10, 0.08, 0.06, 0.07

---

Number 1: HOMO-LUMO gap 12.05 eV. Number 2: HOMO-LUMO gap 8.30 eV. Number 3: HOMO-LUMO gap 7.61 eV.